Entry from the Open Molecules 2025 dataset: C23H55GaN3O2P4 as an isolated structure at a distorted geometry (the ωB97M-V functional and the def2-TZVPD basis).

Structure (XYZ):
```
88
Properties=species:S:1:pos:R:3:forces:R:3:mulliken_charge:R:1
Ga 0.00000 0.00000 0.00000 -0.41 1.36 0.39 0.5900
P 1.65290 0.99100 1.23310 3.90 1.53 2.87 0.9830
P -0.94130 1.72410 -1.20650 -2.71 3.68 -2.38 0.6393
P 1.38140 -0.51470 -1.78570 2.95 -1.01 -3.82 0.3059
H -1.79720 -2.21920 0.00000 0.03 1.07 0.22 0.2597
C -0.77570 -2.01290 -0.32520 2.19 -2.98 2.98 -0.6249
C 0.28720 -2.03720 0.66950 -3.27 -3.16 -2.04 -0.0334
H 0.03020 -2.24530 1.70440 -0.18 1.14 0.18 -0.0437
C 1.41530 1.39660 3.02830 -0.93 -0.33 -0.37 -1.2159
C 2.46580 2.59160 0.75110 -0.81 -0.13 -0.89 -1.3313
C 3.17190 -0.05280 1.44480 -0.57 -0.46 -0.60 -1.2348
C -2.31320 1.36080 -2.41230 0.32 -1.02 0.43 -1.2736
C -1.74780 3.15720 -0.33720 0.28 -0.61 0.81 -1.1823
C 0.09150 2.78230 -2.33590 0.84 -0.78 0.32 -1.2081
C 2.29550 -2.12410 -1.76100 -0.32 0.06 0.56 -1.5011
C 2.80530 0.55540 -2.29660 -0.28 0.29 0.61 -1.3199
C 0.55650 -0.72820 -3.42860 -0.52 0.23 0.57 -1.5820
H -0.59030 -2.47130 -1.29860 0.38 0.96 -0.22 0.4547
H 1.23660 -2.49700 0.40910 0.29 0.95 -0.40 0.5019
H 1.00470 0.52660 3.54920 0.09 0.08 -0.02 0.2442
H 0.71540 2.22910 3.13240 0.06 -0.10 -0.04 0.3328
H 2.36670 1.67610 3.49660 -0.09 -0.12 -0.41 0.7090
H 1.71550 3.38850 0.77300 0.14 -0.01 0.02 0.3781
H 2.85380 2.52060 -0.26780 0.05 0.09 0.12 0.3851
H 3.28770 2.85770 1.42810 -0.31 -0.39 0.00 0.5290
H 2.87690 -0.99630 1.91270 0.16 0.06 0.07 0.3384
H 3.92930 0.44260 2.06460 -0.37 0.04 -0.16 0.5653
H 3.60920 -0.28660 0.47080 0.07 0.01 0.15 0.3172
H -2.67300 2.26690 -2.91600 0.34 -0.09 0.32 0.4837
H -3.14430 0.88720 -1.88460 -0.02 0.08 -0.05 0.3664
H -1.95480 0.65050 -3.16130 -0.15 0.10 -0.06 0.3442
H -2.11070 3.89660 -1.06040 0.24 -0.37 -0.08 0.6238
H -1.01580 3.63350 0.32240 -0.15 0.04 -0.07 0.3750
H -2.59190 2.82590 0.27130 0.14 -0.03 -0.09 0.2568
H -0.51770 3.57470 -2.78570 -0.12 -0.33 0.30 0.6112
H 0.52900 2.18770 -3.14070 -0.06 0.18 0.04 0.3831
H 0.90360 3.23890 -1.76330 -0.06 0.07 -0.13 0.3293
H 2.85550 -2.23990 -2.69500 -0.16 0.13 0.17 0.5455
H 1.59620 -2.95770 -1.65930 0.16 -0.03 -0.14 0.4327
H 2.99180 -2.15130 -0.91910 0.05 -0.06 -0.13 0.3559
H 3.25680 0.17840 -3.22120 -0.24 -0.06 0.19 0.5560
H 3.56500 0.55050 -1.51040 -0.01 0.02 -0.16 0.4386
H 2.48190 1.58530 -2.45130 0.13 -0.08 -0.06 0.3056
H 1.25850 -1.10780 -4.17970 -0.02 0.06 0.32 0.6325
H 0.14800 0.22230 -3.77790 0.03 -0.17 -0.08 0.5069
H -0.27100 -1.43290 -3.31240 0.01 0.02 -0.26 0.3914
C -2.61760 -0.87690 -7.13290 -0.03 -0.20 -0.02 0.5631
C -3.73510 -1.41120 -7.78100 0.23 -0.06 0.17 -0.5408
C -3.93840 -2.79120 -7.78360 0.20 0.12 0.12 -0.5279
C -3.03570 -3.64080 -7.14490 0.10 0.21 0.08 -0.5814
C -1.92240 -3.09570 -6.50040 -0.23 0.04 -0.06 -0.3266
C -1.70710 -1.72010 -6.48990 -0.40 0.00 -0.08 -0.2662
O -2.36230 0.47380 -7.09540 -0.37 -0.09 -0.05 -0.5176
H -3.06760 0.93600 -7.57630 0.31 -0.13 0.10 0.3026
H -4.44150 -0.75040 -8.28060 0.12 -0.11 0.05 0.2975
H -4.80880 -3.19960 -8.28920 0.15 0.06 0.07 0.3767
H -3.19660 -4.71420 -7.14870 0.04 0.16 -0.02 0.3862
H -1.21220 -3.74750 -5.99930 -0.07 0.02 -0.11 0.3645
H -0.84560 -1.28590 -5.99230 0.00 0.00 -0.13 0.4604
C -2.25300 2.65530 3.07880 -0.37 0.06 -0.66 -0.8781
N -2.01230 1.46880 3.89510 0.63 -2.82 -0.99 0.1824
C -1.29710 1.72670 5.15240 -0.23 0.07 0.81 -0.9001
P -1.81250 -0.06630 2.89440 -2.69 1.45 0.53 0.0394
O -1.21060 0.34660 1.46870 -1.33 -1.23 2.81 -0.9238
N -0.93420 -1.47620 3.71610 -0.97 2.24 -1.40 0.2187
C -1.56330 -2.79290 3.51820 -0.15 -0.63 -0.19 -1.0592
C -0.66810 -1.30200 5.14640 0.52 0.15 0.92 -1.0252
N -3.58490 -0.39430 2.59200 3.30 0.40 0.29 0.1163
C -3.91340 -1.23220 1.43940 -0.30 0.07 -0.40 -0.4217
C -4.33100 -0.75310 3.80340 -0.37 0.06 0.62 -0.8140
H -2.58220 3.51240 3.70220 0.30 -0.71 -0.13 0.4890
H -3.08590 2.44680 2.37630 0.56 0.13 0.28 0.2101
H -1.33900 2.93940 2.52660 -0.41 0.17 0.07 0.2084
H -1.59020 2.71290 5.57280 0.01 -0.52 -0.63 0.4056
H -1.61170 1.00650 5.92550 0.36 0.28 -0.41 0.3174
H -0.20740 1.74050 5.03770 -0.20 -0.03 0.23 0.2734
H -0.82770 -3.58750 3.77020 -0.26 0.61 -0.06 0.3774
H -2.43080 -2.94480 4.18320 0.25 0.03 -0.39 0.3586
H -1.84430 -2.96510 2.46930 -0.11 0.13 0.35 0.3666
H -0.13320 -2.18830 5.55250 -0.48 0.32 -0.53 0.4445
H 0.03420 -0.47040 5.31750 -0.57 -0.24 0.00 0.2707
H -1.61450 -1.18390 5.71410 0.66 0.00 -0.08 0.3530
H -3.64200 -2.28950 1.59890 -0.13 0.21 -0.22 0.2713
H -5.00920 -1.20210 1.26140 0.62 0.08 0.22 0.5205
H -3.43520 -0.81990 0.52980 -0.19 -0.27 0.45 -0.2395
H -4.20570 -1.81600 4.06870 -0.09 0.32 -0.03 0.3037
H -4.02410 -0.11700 4.65980 -0.15 -0.35 -0.58 0.2590
H -5.41490 -0.58350 3.63470 0.66 0.00 -0.02 0.3641
```
Positions in Å, forces in eV/Å.

Computed properties:
Net charge: +3
Total energy: -4513.326612 a.u.
Kohn-Sham gap: 2.71 eV